*P*
Here is a cluster of 2 separate species, C2H7N3O in total from the OMol25 dataset. Energies are from wB97M-V/def2-TZVPD.

```
! RIJCOSX wB97M-V def2-TZVPD def2/J DEFGRID3
* xyz 0 1
O 0.69 -1.56 0.13
N 0.00 -1.53 1.17
N -0.69 -0.39 1.26
N -0.59 0.63 0.41
C 1.52 0.35 -0.11
C -1.19 0.34 -0.90
H 2.26 -0.35 -0.48
H -2.27 0.23 -0.78
H 1.28 1.08 -0.87
H -0.97 -0.19 2.22
H 1.77 0.75 0.87
H -1.01 1.20 -1.54
H -0.80 -0.57 -1.38
*
```

*Q*
Here is a structure of composition C2H7N3O from the OMol25 dataset. Energies are from wB97M-V/def2-TZVPD.

```
! RIJCOSX wB97M-V def2-TZVPD def2/J DEFGRID3
* xyz 0 1
O 0.08 -2.45 0.09
N 0.37 0.17 -0.29
N -0.63 0.84 0.32
N -0.10 1.58 1.27
C 0.11 -1.39 0.72
C 0.07 -0.06 -1.70
H -0.91 -0.87 1.09
H -0.71 2.26 1.71
H 0.72 -0.86 -2.06
H -0.97 -0.37 -1.86
H 0.90 1.51 1.40
H 0.78 -1.22 1.59
H 0.28 0.85 -2.27
*
```

*R*
Here is an isolated molecule of C2H7N3O from the OMol25 dataset. Energies are from wB97M-V/def2-TZVPD.

```
! RIJCOSX wB97M-V def2-TZVPD def2/J DEFGRID3
* xyz 0 1
O -1.13 1.35 -0.08
N 1.28 0.19 0.39
N -2.13 -0.69 -0.06
N 0.20 -0.54 0.09
C 2.45 -0.11 -0.35
C -1.03 0.15 -0.05
H 3.23 0.68 -0.03
H 1.33 0.46 1.34
H 2.27 -0.14 -1.36
H 3.00 -1.17 -0.07
H 0.09 -1.47 0.60
H -1.92 -1.86 -0.04
H -2.99 -0.34 -0.37
*
```

Calculated values
SMILES: CNNC(N)=O

Least stable: *P*

*P*
Here is an isolated molecule of C3H3NO4 from the OMol25 dataset. Energies are from wB97M-V/def2-TZVPD.

```
! RIJCOSX wB97M-V def2-TZVPD def2/J DEFGRID3
* xyz 0 1
O 0.54 0.48 -1.15
O -0.66 -1.35 -0.16
O -1.32 2.03 -1.00
O -2.65 -0.26 -0.34
N 0.67 -0.75 -0.43
C 1.22 -0.34 0.91
C -0.78 0.88 -1.00
C -1.44 -0.26 -0.47
H 2.12 0.57 0.79
H 1.98 -1.29 1.38
H 0.33 0.30 1.45
*
```

Calculated values
SMILES: Cn1oc(=O)c(=O)o1

*Q*
Here is a cluster of 2 separate species, C3H3NO4 in total from the OMol25 dataset. Energies are from wB97M-V/def2-TZVPD.

```
! RIJCOSX wB97M-V def2-TZVPD def2/J DEFGRID3
* xyz 0 1
O -1.70 -0.16 -2.19
O 1.85 1.11 0.68
O 0.41 0.65 -0.89
O 0.41 -1.03 2.08
N 0.12 -0.35 0.84
C 0.90 0.56 0.28
C -0.89 -0.04 -1.04
C -1.07 -0.69 0.13
H -1.11 0.29 -2.97
H 0.62 0.23 2.91
H -1.70 -1.53 0.52
*
```

*R*
Here is an isolated molecule of C3H3NO4 from the OMol25 dataset. Energies are from wB97M-V/def2-TZVPD.

```
! RIJCOSX wB97M-V def2-TZVPD def2/J DEFGRID3
* xyz 0 1
O -1.06 -1.04 0.09
O 1.59 1.19 -0.14
O -2.12 0.96 -0.10
O 1.08 -1.11 -0.19
N 0.12 0.93 0.27
C 0.07 -0.39 0.19
C -2.14 -0.28 -0.10
C 2.25 -0.19 0.02
H 2.66 -0.48 1.02
H -3.21 -0.66 -0.04
H 2.69 -0.14 -0.83
*
```

Calculated values
SMILES: O=COC1=NOCO1

Least stable: *Q*

*P*
Here is a cluster of 2 separate species, C8H11NO4P in total from the OMol25 dataset. Energies are from wB97M-V/def2-TZVPD.

```
! RIJCOSX wB97M-V def2-TZVPD def2/J DEFGRID3
* xyz -1 1
P 3.20 0.57 -0.52
O 2.52 -0.75 -0.83
O 4.83 0.28 -0.33
O -2.58 -2.36 -0.78
O 2.94 0.94 1.11
N 0.60 -2.12 0.72
C -1.77 2.43 -0.27
C -0.66 1.82 -0.91
C -1.57 -1.76 -0.48
C -0.58 0.48 -0.89
C -1.60 -0.32 -0.34
C -0.26 -2.51 -0.43
C -2.76 1.69 0.32
C -2.76 0.26 0.16
H 0.18 -0.01 -1.43
H 0.30 2.32 -1.21
H 2.04 1.10 1.45
H -1.88 3.55 -0.15
H 1.11 -1.29 0.40
H 1.35 -2.81 0.61
H 5.21 1.12 -0.16
H -3.48 -0.41 0.57
H -3.59 2.31 0.44
H 0.24 -2.13 -1.38
H -0.57 -3.51 -0.68
*
```

*Q*
Here is a cluster of 2 separate species, C8H11NO4P in total from the OMol25 dataset. Energies are from wB97M-V/def2-TZVPD.

```
! RIJCOSX wB97M-V def2-TZVPD def2/J DEFGRID3
* xyz -1 1
P -3.60 -0.10 0.73
O -2.35 -0.36 1.50
O 1.89 -2.46 0.81
O -3.64 -1.34 -0.57
O -3.26 1.20 -0.41
N -0.70 -1.46 -1.23
C 0.58 0.88 0.58
C 1.11 -1.63 0.46
C 1.46 -0.15 0.26
C 3.16 1.56 -0.07
C -0.31 -2.05 0.02
C 2.20 2.61 0.12
C 2.81 0.23 -0.06
C 0.88 2.22 0.40
H -3.73 1.02 -1.18
H -0.46 -0.46 -1.31
H 2.36 3.75 0.03
H -0.47 -3.10 -0.20
H 3.64 -0.44 -0.27
H -1.82 -1.54 -1.36
H 4.23 1.76 -0.24
H 0.28 3.09 0.73
H -0.83 -1.79 0.87
H -0.39 0.60 0.73
H -3.03 -2.02 -0.33
*
```

Least stable: *Q*

*P*
Here is an isolated molecule of C4H10NP from the OMol25 dataset. Energies are from wB97M-V/def2-TZVPD.

```
! RIJCOSX wB97M-V def2-TZVPD def2/J DEFGRID3
* xyz 0 1
P 2.67 -0.83 -0.08
N 1.17 -0.08 0.34
C -2.59 -0.93 0.16
C 1.14 1.30 0.02
C -0.12 -0.77 0.51
C -1.19 -0.49 -0.22
H 3.08 0.29 -1.04
H 0.20 1.82 0.40
H -0.17 -1.59 1.25
H -3.31 -0.04 0.01
H 1.34 1.30 -1.02
H -2.95 -1.68 -0.52
H 1.78 1.81 0.72
H -2.67 -1.23 1.26
H -1.14 0.40 -0.84
H 3.41 -0.24 0.84
*
```

Calculated values
SMILES: C/C=C/N(C)P

*Q*
Here is an isolated molecule of C4H10NP from the OMol25 dataset. Energies are from wB97M-V/def2-TZVPD.

```
! RIJCOSX wB97M-V def2-TZVPD def2/J DEFGRID3
* xyz 0 1
P -0.85 0.03 0.71
N 2.99 -0.13 0.37
C -2.11 0.80 -0.37
C 2.05 0.60 0.64
C -0.86 -1.74 0.05
C 0.71 0.65 -0.18
H 0.76 0.22 -1.19
H 3.87 -0.08 0.92
H -1.88 -2.13 -0.02
H 0.74 1.82 -0.39
H 1.96 1.20 1.64
H -1.82 0.50 -1.45
H -0.34 -1.60 -0.85
H -0.12 -2.44 0.61
H -2.02 1.90 -0.38
H -3.07 0.41 -0.12
*
```

Calculated values
SMILES: [H]/N=C/CP(C)C

*R*
Here is a structure of composition C4H10NP from the OMol25 dataset. Energies are from wB97M-V/def2-TZVPD.

```
! RIJCOSX wB97M-V def2-TZVPD def2/J DEFGRID3
* xyz 0 1
P 0.36 0.24 0.02
N -1.95 -0.26 -0.03
C 0.47 -1.41 -0.77
C -2.44 0.69 -0.64
C 0.77 -0.29 1.69
C 1.49 1.39 -0.48
H 1.62 -0.95 1.87
H 1.52 1.79 -1.50
H -0.20 -1.40 -1.55
H -3.49 0.57 -0.98
H 1.59 2.11 0.30
H 0.08 -2.17 -0.15
H -0.04 -1.06 1.95
H -2.10 1.74 -0.83
H 1.54 -1.57 -1.19
H 0.78 0.57 2.28
*
```

Least stable: *R*

*P*
Here is the ion C4H9N2O2 with charge -1 from the OMol25 dataset. Energies are from wB97M-V/def2-TZVPD.

```
! RIJCOSX wB97M-V def2-TZVPD def2/J DEFGRID3
* xyz -1 1
O 0.95 3.34 -0.32
O -1.06 -3.19 2.39
N 1.01 0.97 -0.86
N -1.18 -1.74 0.63
C -0.65 -2.20 1.79
C 0.68 2.43 -1.23
C -0.35 -0.96 -0.33
C 0.09 0.41 0.15
H -1.77 -2.44 0.21
H 0.53 -1.51 -0.66
H 0.53 0.35 1.15
H 1.27 2.53 -2.17
H -0.74 1.11 0.22
H -0.41 2.34 -1.45
H 1.94 0.93 -0.47
H -0.98 -0.82 -1.21
H 0.15 -1.54 2.16
*
```

Calculated values
SMILES: O=CNCCNC[O-]

*Q*
Here is the ion C4H9N2O2 with charge -1 from the OMol25 dataset. Energies are from wB97M-V/def2-TZVPD.

```
! RIJCOSX wB97M-V def2-TZVPD def2/J DEFGRID3
* xyz -1 1
O 0.38 1.31 -2.64
O -1.18 -0.12 -1.84
N 0.07 -0.62 2.89
N 0.19 1.04 -0.43
C 0.52 -0.44 1.48
C -0.47 0.49 0.74
C -0.25 0.71 -1.74
C 0.56 -1.78 0.71
H 0.67 -1.36 -0.30
H -0.37 -2.33 0.88
H 1.54 -0.05 1.45
H 0.71 -1.17 3.44
H 1.35 -2.51 0.78
H 1.01 1.61 -0.24
H -0.94 1.27 1.35
H -0.84 -1.04 2.87
H -1.38 -0.04 0.45
*
```

Calculated values
SMILES: C[C@H](N)CNC(=O)[O-]

*R*
Here is the ion C4H9N2O2 with charge -1 from the OMol25 dataset. Energies are from wB97M-V/def2-TZVPD.

```
! RIJCOSX wB97M-V def2-TZVPD def2/J DEFGRID3
* xyz -1 1
O 0.33 -0.96 3.18
O -0.91 0.47 -2.22
N -0.81 -0.64 -0.23
N 1.05 2.24 -1.55
C 1.04 0.87 -1.08
C -0.58 -1.08 2.21
C -0.30 0.17 -1.18
C 0.11 -1.24 0.86
H 0.30 -2.28 0.55
H 0.47 2.90 -1.06
H 0.74 2.22 -2.51
H -1.36 -1.91 2.40
H 1.06 -0.72 0.82
H 1.79 0.27 -1.60
H -1.59 -1.24 -0.43
H -1.23 -0.09 2.26
H 1.45 0.96 -0.03
*
```

Calculated values
SMILES: NCC(=O)NCC[O-]

Least stable: *R*

*P*
Here is a cluster of 2 separate species, C4H9N2O2 in total from the OMol25 dataset. Energies are from wB97M-V/def2-TZVPD.

```
! RIJCOSX wB97M-V def2-TZVPD def2/J DEFGRID3
* xyz -1 1
O 0.61 1.54 -0.91
O -1.24 0.25 -1.12
N 1.21 -0.84 0.42
N -1.45 2.43 -0.58
C -0.64 1.33 -0.91
C -0.36 -0.88 2.29
C 0.00 -1.20 1.03
C 1.37 -1.24 -0.99
H -1.35 -1.19 2.66
H -2.40 2.36 -0.94
H 0.68 -0.69 -1.63
H 1.34 0.18 0.46
H 2.44 -1.09 -1.29
H -0.70 -1.72 0.39
H 1.20 -2.31 -1.06
H 0.30 -0.29 2.95
H -0.99 3.35 -0.78
*
```

*Q*
Here is a structure of composition C4H9N2O2 from the OMol25 dataset. Energies are from wB97M-V/def2-TZVPD.

```
! RIJCOSX wB97M-V def2-TZVPD def2/J DEFGRID3
* xyz -1 1
O 2.08 1.18 1.30
O 3.66 1.33 -0.36
N 0.65 -0.72 -0.10
N -2.93 0.60 0.39
C 1.86 -0.15 -0.69
C 2.59 0.90 0.18
C -1.73 -0.51 0.57
C -0.50 0.19 -0.06
H -2.56 -0.34 -0.32
H -0.70 0.51 -1.07
H -1.55 -0.57 1.66
H 0.42 -1.57 -0.63
H -3.68 0.25 0.94
H 1.67 0.33 -1.68
H 2.59 -0.99 -0.92
H -0.18 1.08 0.57
H -1.69 -1.54 0.22
*
```

*R*
Here is a cluster of 2 separate species, C4H9N2O2 in total from the OMol25 dataset. Energies are from wB97M-V/def2-TZVPD.

```
! RIJCOSX wB97M-V def2-TZVPD def2/J DEFGRID3
* xyz -1 1
O 4.03 0.57 0.21
O -4.19 -0.78 -0.23
N -1.77 -1.62 0.12
N 0.46 1.22 -0.21
C -0.64 -0.96 0.32
C 1.67 0.89 0.45
C 2.95 0.79 -0.49
C -0.53 0.39 -0.09
H 1.89 1.69 1.15
H -4.85 -0.27 -0.70
H -2.37 -1.02 -0.49
H 0.07 -1.52 0.93
H -2.45 -1.72 0.88
H -1.47 0.71 -0.54
H 2.71 -0.05 -1.20
H 2.90 1.69 -1.15
H 1.59 -0.02 1.05
*
```

Least stable: *R*